[1]
Below is C21H32N5O4Os as an isolated structure, with properties calculated with ωB97M-V with the def2-TZVPD basis set.

Geometry as XYZ:
```
63
C21H32N5O4Os (ωB97M-V with the def2-TZVPD basis set)
Os 0.537 0.442 -0.110
N -1.231 -0.716 0.303
C -2.503 0.048 0.147
C -3.576 -0.272 1.186
C -3.206 -0.175 2.667
C -2.720 1.177 3.189
N -3.788 2.169 3.077
C -3.649 3.468 2.807
N -2.447 4.039 2.853
N -4.718 4.200 2.516
C -2.169 1.521 0.049
O -2.965 2.397 0.201
O -0.899 1.718 -0.294
H -1.294 -1.601 -0.192
H -1.056 -0.890 1.293
H -2.922 -0.180 -0.837
H -3.904 -1.297 0.994
H -4.425 0.377 0.970
H -2.461 -0.932 2.932
H -4.098 -0.445 3.238
H -1.837 1.522 2.645
H -2.443 1.053 4.239
H -4.731 1.820 3.154
H -1.684 3.584 3.320
H -2.343 5.020 2.650
H -5.618 3.778 2.361
H -4.636 5.180 2.299
C 1.497 0.785 2.681
O 0.446 0.523 1.756
H 1.071 0.869 3.679
H 2.016 1.713 2.437
H 2.221 -0.032 2.679
C 0.917 0.476 -6.496
C 0.837 0.480 -5.009
C 1.971 0.592 -4.204
C 1.852 0.583 -2.836
N 0.664 0.448 -2.204
C -0.443 0.367 -2.980
C -0.394 0.380 -4.349
H 1.943 0.438 -6.852
H 0.445 1.378 -6.894
H 0.359 -0.366 -6.908
H 2.952 0.692 -4.647
H 2.726 0.696 -2.210
H -1.389 0.298 -2.465
H -1.314 0.309 -4.912
C 4.727 -0.453 0.321
C 3.371 -1.037 0.133
O 2.415 -0.214 0.023
C 3.172 -2.470 0.080
C 4.280 -3.324 -0.008
C 4.100 -4.703 -0.047
C 2.823 -5.245 0.020
C 1.715 -4.408 0.116
C 1.888 -3.033 0.135
H 4.666 0.629 0.406
H 5.368 -0.704 -0.528
H 5.200 -0.863 1.215
H 5.283 -2.927 -0.064
H 4.962 -5.351 -0.126
H 2.688 -6.318 0.000
H 0.724 -4.836 0.185
H 1.027 -2.379 0.216
```

Output
* F_max: 1.2 eV/A
* total charge: +3
* electronic energy: -40379.578 eV

[2]
Below is C21H32N5S5SbTi as an isolated structure, with properties calculated with ωB97M-V with the def2-TZVPD basis set.

Geometry as XYZ:
```
65
C21H32N5S5SbTi (ωB97M-V with the def2-TZVPD basis set)
Ti 0.342 1.145 -0.091
C 1.015 3.233 2.130
N -0.024 2.208 1.965
C -1.350 2.819 1.980
C 0.177 1.146 2.924
C -0.472 1.133 4.143
C -0.275 0.099 5.054
C 0.592 -0.926 4.714
C 1.268 -0.916 3.504
C 1.100 0.125 2.572
N 1.645 0.213 1.322
C 2.785 -0.382 0.881
C 3.804 -0.939 1.688
C 4.965 -1.461 1.146
C 5.177 -1.450 -0.225
C 4.210 -0.867 -1.036
C 3.051 -0.323 -0.515
N 2.082 0.320 -1.385
C 1.290 -0.693 -2.109
C 2.676 1.248 -2.350
H 0.902 3.735 3.104
H 0.926 3.953 1.315
H 1.993 2.754 2.083
H -1.510 3.445 2.870
H -2.105 2.033 1.945
H -1.438 3.440 1.085
H -1.167 1.929 4.382
H -0.808 0.089 5.996
H 0.734 -1.763 5.389
H 1.889 -1.760 3.241
H 3.686 -0.924 2.762
H 5.717 -1.873 1.810
H 6.078 -1.866 -0.657
H 4.370 -0.827 -2.107
H 1.931 -1.302 -2.759
H 0.549 -0.202 -2.747
H 0.799 -1.338 -1.379
H 3.331 0.734 -3.065
H 3.239 2.016 -1.818
H 1.869 1.728 -2.901
S -0.227 0.322 -5.189
Sb -1.688 1.971 -4.438
S -1.396 2.023 -1.740
S 0.129 3.400 -1.302
S -3.817 1.010 -4.364
C -1.969 -2.038 -2.858
N -2.097 -2.236 -1.408
C -1.215 -3.232 -0.840
C -2.531 -1.190 -0.636
S -1.662 -0.709 0.761
N -3.683 -0.627 -1.005
C -4.600 -1.254 -1.949
C -4.161 0.640 -0.486
H -0.920 -2.132 -3.145
H -2.274 -1.036 -3.157
H -2.555 -2.772 -3.417
H -1.221 -4.097 -1.508
H -1.577 -3.535 0.141
H -0.185 -2.889 -0.720
H -4.408 -2.323 -1.990
H -4.515 -0.789 -2.936
H -5.614 -1.083 -1.576
H -3.422 1.066 0.182
H -5.102 0.468 0.050
H -4.333 1.312 -1.330
```

Output
* F_max: 0.8 eV/A
* total charge: -2
* 2S+1: 3
* energy relative to the best compared isomer or geometry (same formula, charge and spin): 0.0 kcal/mol
* electronic energy: -113580.409 eV

[3]
Below is C21H32O2 as an isolated structure, with properties calculated with ωB97M-V with the def2-TZVPD basis set.

Geometry as XYZ:
```
55
C21H32O2 (ωB97M-V with the def2-TZVPD basis set)
C -5.846 -0.293 1.334
H -6.184 -0.751 0.358
H -6.245 0.738 1.424
H -6.009 -0.996 2.063
C -4.375 -0.238 0.887
C -3.748 -1.446 0.853
C -3.180 -1.896 -0.138
C -2.946 -0.992 -1.714
C -1.516 -0.787 -1.960
C -0.751 0.280 -1.816
C -1.386 1.881 -1.427
C -1.204 2.023 -0.082
C -0.201 2.575 0.450
C 0.754 3.754 -0.121
C 2.038 3.748 0.439
C 2.863 2.751 0.793
C 2.826 1.248 0.135
C 3.247 0.311 1.118
C 4.039 -0.639 0.656
C 4.277 -1.127 -0.552
H 4.653 -0.327 -1.322
H 4.976 -1.833 -0.459
C 3.110 -1.640 -1.386
H 3.384 -1.990 -2.269
H 2.335 -0.828 -1.783
C 2.605 -2.959 -0.759
C 1.820 -2.818 0.538
O 2.051 -3.001 1.569
O 0.793 -1.738 0.444
C 0.156 -1.299 1.525
H -0.902 -1.048 1.079
H 0.477 -0.320 1.656
H 0.235 -1.946 2.286
H 1.763 -3.574 -1.432
H 3.264 -3.780 -0.517
H 4.263 -1.221 1.549
H 3.089 0.570 1.906
H 3.353 1.377 -0.588
H 1.722 1.258 -0.131
H 3.742 3.083 1.300
H 2.341 4.636 1.199
H 0.762 3.385 -0.938
H 0.190 4.621 -0.191
H -0.220 2.687 1.670
H -1.825 1.382 0.595
H -0.674 2.379 -2.060
H -2.315 1.629 -1.605
H 0.407 0.159 -1.960
H -0.897 -1.628 -2.208
H -3.585 0.003 -1.509
H -3.326 -1.566 -2.449
H -2.607 -2.707 -0.365
H -3.534 -1.971 1.551
H -3.919 0.322 2.038
H -4.139 0.560 0.325
```

Output
* F_max: 18.0 eV/A
* energy relative to the best compared isomer or geometry (same formula, charge and spin): 406.3 kcal/mol
* electronic energy: -26371.466 eV

Question: Which value of F_max does entry 2 give?
Answer: 0.8 eV/A